No. 1
Formula: C5H12O3
Source: OMol25
Level of theory: ωB97M-V/def2-TZVPD

Properties
* HOMO (alpha / beta): -13.932 / -13.796 eV

ORCA input file:
```
! RIJCOSX wB97M-V def2-TZVPD def2/J DEFGRID3
* xyz 1 2
C -2.275 -0.098 -0.847
C -3.151 -0.049 -1.894
C 0.968 -0.824 0.269
O 1.712 -0.128 1.227
C -0.522 -0.831 0.716
C -1.514 -1.140 -0.360
H -1.963 0.894 -0.523
H -3.547 -0.946 -2.397
H -3.641 0.896 -2.095
H 1.161 -0.264 -0.683
H 1.367 -1.844 0.190
H -0.735 0.154 1.109
H -0.602 -1.480 1.619
H -1.518 -2.039 -0.977
H 3.152 0.127 0.661
H 4.448 1.003 0.689
O 3.925 0.431 0.114
H 1.038 2.777 0.789
H 1.142 1.280 1.136
O 0.557 2.081 1.257
*
```

No. 2
Formula: C5H12O5
Source: OMol25
Level of theory: ωB97M-V/def2-TZVPD

Properties
* HOMO: -0.981 eV

ORCA input file:
```
! RIJCOSX wB97M-V def2-TZVPD def2/J DEFGRID3
* xyz -2 1
O -2.743 -0.287 1.827
C -2.161 -1.197 1.219
O -2.632 -2.367 1.025
C -0.764 -0.957 0.613
C -0.346 0.519 0.503
C 1.027 0.670 -0.188
C 1.369 2.027 -0.826
O 2.519 1.939 -1.600
H -0.039 -1.438 1.226
H -0.762 -1.387 -0.387
H -1.107 0.974 -0.146
H -0.403 1.098 1.426
H 1.000 -0.020 -1.026
H 1.826 0.264 0.437
H 0.474 2.285 -1.422
H 1.535 2.775 -0.021
H 4.620 3.433 -1.934
H 3.183 3.281 -1.451
O 3.996 3.970 -1.436
H -0.555 -3.988 -0.083
H -1.997 -3.585 0.157
O -1.442 -4.305 -0.282
*
```

Asked for energy relative to the best compared isomer or geometry (same formula, charge and spin) across the records above, the calculation gives 357.12 0.00 kJ/mol in order.
Asked for DFT total energy across the records above, the calculation gives -11509.608 -15617.415 eV in order.
Asked for F_max across the records above, the calculation gives 2.05 1.62 eV/Å in order.